1.
Here is a molecular structure, C28H26CeCl5F5N4OTe in a non-equilibrium geometry from the Open Molecules 2025 dataset. Energies are from ωB97M-V with the def2-TZVPD basis set.

expectation value of S²	0.75
2S+1	2
E	-4920.3256	Eh
total charge	-1
max |F|	7.46	eV/Å
LUMO (spin up / spin down)	1.29 / 1.29	eV
energy above the lowest of the compared OMol25 structures with the same formula, charge and spin	17.1	kcal/mol
HOMO (spin up / spin down)	-4.353 / -4.472	eV

Each line ends with the Löwdin spin population.
Geometry (Å):
1 Ce 0.338 0.004 0.941  1.003
2 C -1.571 1.936 -2.819  0.000
3 C -2.282 0.585 -2.688  0.000
4 C -2.258 -0.031 -1.275  0.000
5 N -1.010 -0.720 -0.965  -0.004
6 C -0.681 -1.795 -1.660  0.001
7 C -1.578 -2.489 -2.508  0.000
8 C -1.368 -3.418 -3.502  0.000
9 C -0.174 -3.831 -4.073  0.001
10 C 1.096 -3.500 -3.623  0.000
11 C 1.469 -2.877 -2.453  0.001
12 C 0.701 -2.294 -1.412  0.000
13 N 1.174 -2.046 -0.208  -0.002
14 C 2.506 -2.521 0.141  0.000
15 C 2.846 -2.166 1.597  0.001
16 C 3.571 -0.815 1.691  0.000
17 N 2.728 0.214 1.121  -0.003
18 C 3.163 1.441 0.932  0.000
19 C 4.505 1.860 1.103  0.000
20 C 5.050 3.123 1.208  0.000
21 C 4.411 4.348 1.332  0.000
22 C 3.047 4.579 1.209  0.000
23 C 2.073 3.733 0.739  0.000
24 C 2.129 2.363 0.375  0.000
25 N 1.252 1.781 -0.420  -0.002
26 C 0.306 2.602 -1.158  0.000
27 C -0.069 1.905 -2.485  0.000
28 H -2.074 2.671 -2.184  0.000
29 H -1.706 2.264 -3.855  0.000
30 H -1.840 -0.126 -3.390  0.000
31 H -3.326 0.726 -2.977  0.000
32 H -3.126 -0.707 -1.172  0.000
33 H -2.385 0.771 -0.538  0.000
34 H -2.621 -2.258 -2.324  0.000
35 H -2.271 -3.816 -3.953  0.000
36 H -0.246 -4.459 -4.953  0.000
37 H 1.917 -3.843 -4.244  0.000
38 H 2.540 -2.813 -2.301  0.000
39 H 3.260 -2.053 -0.511  0.000
40 H 2.566 -3.610 -0.007  0.000
41 H 3.486 -2.937 2.031  0.000
42 H 1.912 -2.126 2.176  0.000
43 H 4.534 -0.904 1.160  0.000
44 H 3.788 -0.591 2.747  0.000
45 H 5.223 1.050 1.168  0.000
46 H 6.133 3.148 1.298  0.000
47 H 5.032 5.205 1.562  0.000
48 H 2.719 5.587 1.442  0.000
49 H 1.083 4.165 0.674  0.000
50 H 0.739 3.590 -1.385  0.000
51 H -0.600 2.746 -0.545  0.000
52 H 0.272 0.866 -2.419  0.000
53 H 0.489 2.387 -3.292  0.000
54 Cl -3.922 1.896 2.821  0.000
55 C -4.164 0.258 2.473  0.000
56 C -3.058 -0.581 2.479  0.000
57 C -3.168 -1.835 1.900  0.000
58 Cl -1.788 -2.763 1.481  0.000
59 C -4.427 -2.317 1.519  0.000
60 Cl -4.586 -3.897 0.884  0.000
61 C -5.554 -1.512 1.640  0.000
62 Cl -7.094 -2.109 1.189  0.000
63 C -5.416 -0.200 2.080  0.000
64 Cl -6.765 0.851 2.109  0.000
65 F -1.268 2.475 4.025  0.000
66 Te -1.431 0.690 3.211  0.002
67 F -0.253 -1.056 2.751  0.000
68 F -2.751 0.630 4.785  0.000
69 F -0.493 0.107 4.841  0.000
70 F 0.654 1.174 2.963  -0.001
71 O -1.387 1.288 1.503  0.001

Atomic forces in eV per Å
2.7 -1.1 -3.2
0.1 -0.2 -0.1
0.0 0.1 0.2
-0.1 -0.1 -0.2
-0.2 -0.5 -0.9
-0.1 0.6 0.2
-0.3 -0.1 0.2
0.2 0.1 -0.1
-0.1 -0.2 -0.3
-0.2 -0.1 0.0
0.3 0.1 -0.1
0.1 -0.1 0.7
0.0 -0.4 -0.8
-0.1 0.0 0.0
0.1 0.3 -0.3
-0.1 -0.1 0.1
1.1 0.5 -0.1
-0.1 -0.5 0.2
0.1 -0.2 0.0
-0.1 0.1 0.2
0.3 0.2 0.1
0.2 -0.1 -0.2
-0.3 0.1 0.2
0.2 0.1 -0.7
0.6 0.8 0.0
-0.1 -0.1 -0.1
0.0 0.0 0.1
0.0 0.1 0.0
0.0 0.1 0.1
-0.1 0.0 0.0
-0.1 -0.1 -0.1
0.1 0.1 0.1
-0.1 -0.2 -0.1
0.0 0.1 0.0
0.0 0.0 0.0
0.0 0.0 0.0
0.0 0.0 0.0
0.0 0.0 0.0
0.0 -0.1 0.0
0.0 0.1 -0.1
-0.1 0.0 0.1
0.2 -0.2 0.1
-0.1 0.0 0.1
0.1 0.0 -0.2
-0.1 0.0 0.0
0.0 0.0 0.0
0.0 0.0 0.0
0.0 0.0 0.0
0.0 0.0 -0.1
-0.2 -0.1 0.2
0.1 0.2 -0.1
0.0 0.2 -0.1
0.0 -0.1 0.0
-1.0 1.1 -0.1
-0.5 -0.7 -0.3
0.0 0.3 0.1
0.2 0.1 0.0
-0.3 -0.6 0.0
0.0 0.2 0.1
0.0 -0.3 -0.1
0.2 0.0 0.0
-0.2 -0.1 0.0
0.2 0.0 0.0
-0.2 0.2 0.0
-0.3 -1.3 -1.2
1.5 0.8 7.2
-1.2 -0.4 1.6
0.4 -0.2 -1.2
-0.6 0.1 -1.4
-0.8 0.2 0.3
-1.4 1.2 -0.2

2.
Here is 2 unconnected molecules or ions with the total composition C28H26ClNO2 in a non-equilibrium geometry from the Open Molecules 2025 dataset. Energies are from ωB97M-V with the def2-TZVPD basis set.

E	-1747.9032	Eh
max |F|	2.79	eV/Å
LUMO	-1.70	eV
HOMO	-6.135	eV

Each line ends with the natural charge from an NBO analysis.
Geometry (Å):
1 Cl -2.954 5.202 2.597  0.032
2 C -1.744 4.109 2.092  -0.046
3 C -0.919 3.506 3.051  -0.226
4 C 0.001 2.542 2.656  -0.191
5 C 0.157 2.207 1.290  -0.047
6 C 1.123 1.211 0.911  0.184
7 C 1.815 1.276 -0.422  -0.485
8 C 3.055 0.327 -0.271  -0.466
9 C 2.932 -0.190 1.128  -0.016
10 C 1.844 0.354 1.777  -0.287
11 C -0.588 2.940 0.326  -0.185
12 C -1.562 3.850 0.726  -0.230
13 H -1.011 3.778 4.100  0.232
14 H 0.637 2.049 3.395  0.229
15 H 1.143 0.973 -1.239  0.260
16 H 2.147 2.300 -0.659  0.240
17 H 3.046 -0.478 -1.022  0.250
18 H 3.961 0.933 -0.438  0.227
19 H 3.656 -0.876 1.570  0.221
20 H 1.572 0.144 2.805  0.263
21 H -0.413 2.768 -0.742  0.222
22 H -2.172 4.371 -0.009  0.232
23 C -3.927 0.996 3.590  -0.631
24 C -2.567 0.358 3.675  -0.068
25 O -2.177 0.055 2.314  -0.530
26 C -1.028 -0.652 2.136  0.734
27 C -0.836 -0.863 0.679  -0.144
28 N 0.123 -1.536 0.133  -0.415
29 C 0.382 -1.653 -1.172  0.118
30 C 1.514 -2.505 -1.552  0.001
31 C 2.112 -2.458 -2.835  -0.237
32 C 3.151 -3.327 -3.169  -0.220
33 C 3.622 -4.247 -2.228  -0.220
34 C 3.090 -4.249 -0.929  -0.214
35 C 2.052 -3.380 -0.593  -0.204
36 C -0.472 -1.007 -2.190  -0.120
37 C -0.752 -1.656 -3.417  -0.191
38 C -1.623 -1.077 -4.342  -0.217
39 C -2.267 0.131 -4.040  -0.215
40 C -2.018 0.776 -2.822  -0.228
41 C -1.101 0.225 -1.927  -0.152
42 O -0.306 -1.015 3.052  -0.646
43 H -4.106 1.632 4.459  0.212
44 H -4.064 1.599 2.689  0.224
45 H -4.696 0.221 3.605  0.211
46 H -1.834 1.035 4.123  0.180
47 H -2.596 -0.584 4.238  0.194
48 H -1.780 -0.649 0.139  0.184
49 H 1.741 -1.756 -3.578  0.220
50 H 3.590 -3.284 -4.167  0.214
51 H 4.417 -4.947 -2.497  0.213
52 H 3.478 -4.935 -0.176  0.214
53 H 1.625 -3.369 0.409  0.242
54 H -0.289 -2.623 -3.628  0.224
55 H -1.803 -1.581 -5.296  0.216
56 H -2.955 0.575 -4.762  0.214
57 H -2.527 1.704 -2.554  0.212
58 H -0.898 0.745 -0.988  0.210

Atomic forces in eV per Å
-0.4 0.4 0.1
0.9 -0.7 -0.2
-0.1 -0.1 -0.3
-0.1 0.0 -0.4
-0.5 0.7 0.4
0.1 0.1 -0.5
0.4 -0.7 0.0
-0.6 0.5 -0.4
-0.8 0.8 0.3
1.4 -0.5 -0.2
0.1 -0.2 0.4
0.3 -0.2 0.2
-0.1 -0.1 -0.2
-0.3 0.2 -0.2
0.3 -0.1 0.1
-0.3 -0.2 0.2
0.2 0.1 0.3
0.0 -0.4 0.2
-0.3 0.1 -0.1
0.0 0.0 -0.3
-0.1 0.1 0.5
0.1 -0.1 0.2
-0.6 -0.1 0.3
0.4 -0.2 -0.5
0.3 0.0 0.3
0.5 -0.8 -0.3
-2.2 1.4 0.9
2.2 -1.0 -1.4
-0.7 0.4 1.4
0.5 -0.1 -0.3
-0.1 -0.2 0.4
0.0 -0.1 0.3
0.0 0.2 0.1
-0.2 0.3 -0.2
0.3 -0.3 -0.3
-0.4 -0.2 -0.7
-0.2 0.4 0.3
0.0 0.2 0.3
0.1 0.0 0.0
0.3 -0.3 -0.2
-0.2 0.0 -0.2
-0.6 0.4 -0.3
0.0 0.0 0.0
0.2 -0.1 0.1
-0.1 0.1 -0.2
0.0 -0.2 -0.1
0.1 0.3 0.0
0.6 0.2 0.2
0.2 -0.1 0.2
-0.1 0.0 0.3
-0.2 0.2 0.1
-0.1 0.1 -0.2
0.1 0.0 -0.3
-0.2 0.3 0.1
0.0 0.2 0.3
0.2 -0.2 0.2
0.1 -0.2 -0.2
-0.1 -0.3 -0.5

3.
Here is a molecular structure, C28H26F5N4OPb in a non-equilibrium geometry from the Open Molecules 2025 dataset. Energies are from ωB97M-V with the def2-TZVPD basis set.

E	-2068.9428	Eh
total charge	-1
max |F|	2.98	eV/Å
LUMO	2.59	eV
energy above the lowest of the compared OMol25 structures with the same formula, charge and spin	0.0	kcal/mol
HOMO	-4.408	eV

Each line ends with the natural charge from an NBO analysis.
Geometry (Å):
1 Pb -9.737 14.816 8.307  1.422
2 C -9.218 10.798 8.824  -0.381
3 C -8.132 11.806 8.247  -0.414
4 C -7.350 12.605 9.347  -0.249
5 N -7.681 14.021 9.512  -0.629
6 C -7.235 14.726 10.491  0.307
7 C -6.467 14.111 11.503  -0.376
8 C -5.852 14.633 12.593  -0.138
9 C -5.706 15.921 13.068  -0.344
10 C -6.283 17.044 12.450  -0.129
11 C -7.110 17.169 11.371  -0.358
12 C -7.685 16.196 10.500  0.248
13 N -8.576 16.508 9.585  -0.633
14 C -8.982 17.913 9.356  -0.221
15 C -10.332 18.300 9.879  -0.407
16 C -11.484 17.675 9.126  -0.229
17 N -11.531 16.255 9.395  -0.655
18 C -12.496 15.616 10.001  0.328
19 C -13.775 16.178 10.356  -0.386
20 C -14.941 15.676 10.914  -0.139
21 C -15.183 14.460 11.496  -0.348
22 C -14.287 13.392 11.563  -0.119
23 C -13.054 13.301 11.087  -0.347
24 C -12.128 14.168 10.378  0.259
25 N -10.939 13.764 10.069  -0.618
26 C -10.446 12.482 10.467  -0.237
27 C -10.530 11.439 9.365  -0.464
28 H -8.769 10.227 9.648  0.182
29 H -9.442 10.102 7.978  0.220
30 H -8.621 12.477 7.562  0.222
31 H -7.348 11.319 7.700  0.213
32 H -6.287 12.580 9.112  0.190
33 H -7.357 12.097 10.325  0.179
34 H -6.261 12.997 11.426  0.208
35 H -5.482 13.797 13.234  0.195
36 H -5.150 16.139 13.954  0.201
37 H -6.085 17.972 13.040  0.194
38 H -7.431 18.154 11.100  0.191
39 H -8.915 18.017 8.267  0.194
40 H -8.237 18.554 9.862  0.181
41 H -10.370 19.362 9.808  0.200
42 H -10.440 18.030 10.949  0.215
43 H -11.403 17.838 8.038  0.187
44 H -12.365 18.295 9.384  0.179
45 H -13.947 17.186 10.124  0.194
46 H -15.718 16.431 11.076  0.196
47 H -16.151 14.224 11.910  0.195
48 H -14.660 12.430 12.022  0.196
49 H -12.661 12.332 11.203  0.193
50 H -10.977 12.162 11.309  0.189
51 H -9.371 12.701 10.810  0.201
52 H -10.994 11.937 8.493  0.275
53 H -11.232 10.635 9.615  0.206
54 F -8.848 9.974 2.149  -0.315
55 C -9.298 10.475 3.307  0.162
56 C -8.725 11.623 3.776  0.313
57 F -7.707 12.153 3.085  -0.323
58 C -9.177 12.310 4.839  0.187
59 F -8.507 13.417 5.188  -0.318
60 C -10.348 11.914 5.544  0.289
61 O -10.847 12.612 6.495  -0.775
62 C -10.914 10.644 5.053  0.206
63 F -11.953 10.116 5.746  -0.323
64 C -10.395 9.967 3.943  0.267
65 F -10.985 8.845 3.531  -0.309

Atomic forces in eV per Å
-0.1 0.4 0.2
0.6 0.6 -0.4
-0.6 0.2 2.2
0.4 0.2 0.2
-1.6 -0.7 -1.6
-0.3 0.4 0.4
0.4 -1.4 -0.4
0.7 -0.9 1.9
-0.7 0.8 -0.9
0.6 0.3 1.5
-0.3 -0.6 -0.6
0.2 -0.4 -0.3
0.2 0.0 0.4
1.5 -1.0 0.6
0.0 -0.9 0.4
-1.1 0.4 -0.2
0.0 -0.3 0.0
-0.3 -0.3 0.4
0.5 -1.0 -0.1
0.4 0.2 0.9
-0.5 -1.1 0.3
-2.4 -0.3 0.7
2.6 0.5 -1.3
-1.6 0.6 0.3
0.1 1.0 -0.8
2.7 0.4 0.0
0.1 -0.1 -1.8
0.2 -0.1 -0.3
-0.1 0.4 0.8
-0.2 0.3 -0.4
0.0 -0.7 -0.5
0.3 -0.1 -0.3
-0.6 -0.2 -0.3
-0.6 1.7 -0.1
0.2 1.0 -0.3
0.3 -0.3 0.5
-0.1 -0.5 -0.8
0.2 0.4 0.6
-0.1 0.5 0.1
-0.5 0.1 -1.0
-0.3 1.0 -0.1
0.2 0.1 -0.5
0.4 -0.1 0.1
-0.1 -0.7 0.1
0.5 1.4 -0.6
0.1 -0.3 -0.4
-0.3 0.4 0.1
0.2 1.2 -0.4
0.4 -0.9 0.1
-0.4 -0.6 1.5
-1.4 -0.7 -0.5
0.1 -0.3 0.3
0.2 0.1 0.2
0.2 -0.6 -0.6
0.1 -0.1 -0.4
0.8 0.2 -0.9
0.5 0.0 -0.4
-1.1 -0.2 1.0
0.0 0.5 0.3
-0.8 -0.5 0.1
0.3 -0.5 -0.4
0.9 1.2 0.3
0.2 0.1 -0.3
-0.9 0.6 1.7
-0.1 -0.5 -0.3